A structure of composition C2H6N2O2 at a distorted geometry, computed with ωB97M-V with the def2-TZVPD basis set.

Properties
Kohn-Sham gap (eV): 9.04
LUMO level (eV): -0.46
HOMO energy (eV): -9.5
Relative energy (zero: lowest compared OMol25 entry of this formula, charge and spin) (kJ/mol): 533.9

```
! wB97M-V def2-TZVPD RIJCOSX def2/J DEFGRID3
* xyz 0 1
C -0.460 -0.040 -0.866
N 0.108 -1.169 -1.566
C -0.123 0.063 0.602
O 0.183 0.915 2.768
O -0.082 1.182 -1.451
N 0.317 -0.679 1.441
H 0.893 1.058 3.410
H 0.259 1.011 -2.339
H -1.553 -0.147 -0.907
H 1.104 -1.253 -1.394
H -0.347 -2.041 -1.325
H -0.297 1.100 1.627
*
```

Atom charges from the Löwdin analysis, given in e for atoms 1 to 6: number 1, C, carries -0.46; number 2, N, carries 0.07; number 3, C, carries -0.18; number 4, O, carries -0.24; number 5, O, carries -0.02; number 6, N, carries 0.21